The following is a quantum chemistry calculation of a 11-piece molecular cluster, C36H39F8N3O24 overall, from the Open Molecules 2025 dataset.

Computed properties:
Multiplicity ... 2
Frontier orbital gap (spin up / spin down) ... 6.49 / 2.39 eV
HOMO (spin up / spin down) ... -10.312 / -10.312 eV
Total charge ... +1
LUMO (spin up / spin down) ... -3.83 / -7.92 eV

Positions of all 110 atoms, in Å:
C 2.028 -2.013 6.034
C 1.792 -2.136 4.600
O 1.559 -0.844 4.196
C 1.541 0.102 5.316
O 1.281 1.278 5.350
O 1.844 -0.644 6.463
F 0.701 -2.962 4.367
H 3.067 -2.261 6.255
H 1.297 -2.548 6.640
H 2.579 -2.710 4.111
C 1.151 3.461 2.695
C -0.059 4.333 2.485
O -0.008 4.798 1.161
C 0.788 3.982 0.496
O 1.136 4.042 -0.638
O 1.353 3.095 1.326
F 0.297 5.444 3.225
H 0.831 2.535 3.172
H 2.041 3.925 3.122
H -1.044 3.929 2.716
C 1.334 -0.837 0.703
C -0.005 -0.526 1.332
O -0.750 -0.410 0.163
C 0.028 0.244 -0.720
O -0.435 0.927 -1.539
O 1.258 -0.133 -0.548
F 0.048 0.612 2.168
H 1.488 -1.905 0.546
H 2.155 -0.461 1.314
H -0.337 -1.380 1.923
C -0.726 3.219 -3.859
C -0.109 4.592 -3.581
O -0.450 5.249 -4.841
C -1.586 4.744 -5.245
O -2.279 5.155 -6.163
O -1.893 3.742 -4.440
F 1.168 4.417 -3.452
H -0.922 2.549 -3.022
H -0.128 2.693 -4.603
H -0.414 5.156 -2.700
C 4.379 -4.849 1.001
C 3.189 -4.016 1.066
O 3.683 -2.728 1.221
C 5.042 -2.699 1.259
O 5.712 -1.725 1.404
O 5.519 -3.963 1.186
F 2.324 -4.297 2.083
H 4.453 -5.338 0.030
H 4.313 -5.697 1.682
H 2.818 -4.092 0.044
C -3.349 1.026 -3.057
C -4.202 0.040 -2.188
O -5.526 0.218 -2.646
C -5.545 1.137 -3.669
O -6.616 1.509 -4.242
O -4.329 1.593 -3.965
F -4.170 0.568 -0.955
H -2.611 0.476 -3.641
H -2.722 1.745 -2.529
H -3.872 -0.997 -2.245
C -3.766 -2.725 4.096
C -3.759 -2.736 2.613
O -3.511 -4.010 2.142
C -3.488 -4.814 3.232
O -3.277 -5.941 3.155
O -3.523 -4.096 4.333
F -2.683 -2.004 2.293
H -4.707 -2.475 4.585
H -3.011 -2.051 4.501
H -4.719 -2.366 2.253
C 3.448 2.516 -2.152
C 4.120 1.770 -1.018
O 5.441 1.876 -1.432
C 5.545 1.960 -2.780
O 6.546 2.078 -3.435
O 4.345 2.206 -3.208
F 3.841 0.463 -0.840
H 3.476 3.605 -2.108
H 2.383 2.297 -2.223
H 3.881 2.318 -0.107
N -4.033 3.706 2.244
C -3.626 3.293 3.473
C -3.025 2.013 3.337
C -3.130 1.771 1.966
C -3.714 2.833 1.310
H -4.404 4.636 2.112
H -3.745 3.888 4.367
H -2.659 1.272 4.031
H -2.788 0.894 1.436
H -3.915 3.050 0.272
N -1.002 -4.976 0.689
C -0.095 -5.784 0.149
C 0.316 -5.313 -1.071
C -0.316 -4.108 -1.272
C -1.158 -3.893 -0.107
H -1.484 -5.100 1.568
H 0.235 -6.684 0.647
H 1.025 -5.746 -1.761
H -0.125 -3.541 -2.172
H -1.826 -3.096 0.186
N 1.344 0.841 -6.362
C 2.385 0.492 -5.536
C 1.925 -0.042 -4.392
C 0.502 -0.134 -4.530
C 0.168 0.493 -5.759
H 1.396 1.233 -7.291
H 3.377 0.439 -5.959
H 2.515 -0.648 -3.720
H -0.084 -0.692 -3.815
H -0.749 0.669 -6.301

***

The following is a quantum chemistry calculation of C36H39N5O8Se2Sr as an isolated structure, from the Open Molecules 2025 dataset.

Computed properties:
Frontier orbital gap ... 3.60 eV
HOMO ... -0.869 eV
Total charge ... -2
Energy relative to the best compared isomer or geometry (same formula, charge and spin) ... 2.200 eV
LUMO ... 2.73 eV

Positions of all 91 atoms, in Å:
Sr 0.582 0.076 0.776
C -3.227 -1.114 -2.154
C -3.822 -0.413 -1.057
C -3.719 -1.279 0.074
C -3.040 -2.452 -0.380
C -2.732 -2.348 -1.736
C -2.089 -3.419 -2.601
C -0.999 -4.161 -1.819
C -1.466 -2.800 -3.854
C -3.145 -4.446 -3.044
C -4.278 -1.221 1.507
C -5.794 -0.958 1.503
C -4.075 -2.565 2.222
C -3.582 -0.180 2.400
C -4.434 0.976 -1.336
C -3.638 1.662 -2.464
C -4.412 1.971 -0.172
C -5.886 0.842 -1.830
H -3.123 -0.724 -3.165
H -2.785 -3.304 0.244
H -0.239 -3.458 -1.472
H -0.514 -4.919 -2.452
H -1.422 -4.665 -0.944
H -0.722 -2.048 -3.581
H -2.235 -2.326 -4.474
H -0.970 -3.574 -4.457
H -3.593 -4.925 -2.168
H -2.706 -5.227 -3.687
H -3.944 -3.943 -3.598
H -6.294 -1.717 0.894
H -6.050 0.015 1.092
H -6.199 -1.007 2.526
H -4.524 -3.383 1.654
H -4.551 -2.521 3.211
H -3.015 -2.776 2.380
H -3.818 0.829 2.064
H -2.489 -0.292 2.425
H -3.901 -0.275 3.448
H -2.569 1.658 -2.234
H -3.974 2.703 -2.586
H -3.773 1.155 -3.422
H -3.402 2.060 0.224
H -5.078 1.694 0.640
H -4.728 2.962 -0.528
H -5.909 0.202 -2.716
H -6.321 1.823 -2.089
H -6.515 0.376 -1.067
O 3.307 0.982 3.509
C 2.914 0.854 2.340
O 1.989 1.521 1.771
C 3.488 -0.285 1.487
C 4.484 -1.152 1.884
C 4.741 -2.254 1.075
C 3.991 -2.483 -0.074
C 2.999 -1.569 -0.390
N 2.804 -0.483 0.356
C 1.966 -1.734 -1.511
O 2.358 -2.252 -2.561
O 0.824 -1.274 -1.194
H 1.506 0.928 4.134
H 4.991 -0.984 2.824
H 5.502 -2.967 1.369
H 4.135 -3.350 -0.704
Se 0.293 8.053 -1.516
N 1.074 6.610 -2.211
C 0.662 5.600 -1.518
C 1.078 4.213 -1.774
C 1.986 3.892 -2.781
C 2.321 2.577 -2.981
C 1.731 1.612 -2.168
N 0.878 1.911 -1.195
C 0.558 3.194 -0.990
C -0.382 3.502 0.143
N -0.816 2.479 0.885
C -1.602 2.723 1.925
C -2.038 3.997 2.265
C -1.622 5.049 1.490
C -0.772 4.803 0.412
C -0.266 5.893 -0.433
N -0.588 7.134 -0.269
H 2.403 4.690 -3.385
H 3.017 2.275 -3.753
H 1.930 0.558 -2.324
H -1.903 1.863 2.514
H -2.685 4.137 3.119
H -1.927 6.068 1.697
O 0.565 0.630 4.204
Se 0.518 -1.109 3.990
O -1.036 -1.449 4.271
O 0.911 -1.356 2.397
O 1.607 -1.760 4.994

***

| no. | largest force on an atom (eV/Å) |
| --- | --- |
| 1 | 6.1 |
| 2 | 4.6 |